{"formula": "C3H8NO3", "method": "wB97M-V/def2-TZVPD", "charge": -1, "orbital_gap_ha": 0.3130, "e_tot_ev": -10874.46385, "relative_energy_ev": 1.324, "homo_ha": -0.1692, "elements": ["O", "C", "O", "H", "H", "C", "O", "C", "N", "H", "H", "H", "H", "H", "H"], "coordinates": [[0.26633, -0.38383, 2.13991], [-0.18408, -1.52752, 1.92235], [-0.20519, -2.24008, 0.87422], [-0.60073, -2.06603, 2.81106], [0.49016, -1.38893, -0.31783], [0.19579, 0.44395, -0.56659], [0.70307, -0.78691, -1.11153], [-0.16994, 1.35287, -1.71829], [-0.45550, 2.73312, -1.21097], [-0.62008, 0.36784, 0.11872], [0.96596, 1.01476, 0.05103], [0.74649, 1.50373, -2.35515], [-0.99183, 0.95419, -2.32084], [-0.63962, 3.43462, -1.94269], [-1.32620, 2.71871, -0.61314]], "atomic_forces_ev_per_a": [[-0.3, -0.8, -0.3], [0.3, -0.3, 0.6], [0.2, 0.7, 0.2], [-0.2, 0.1, 0.1], [0.2, -0.3, -0.9], [2.0, 1.2, -0.9], [-0.9, 0.7, 1.7], [0.9, 1.5, -0.6], [-1.5, 0.0, 0.7], [-0.8, -0.7, 0.3], [-0.6, -0.8, -0.7], [-0.9, -0.5, 0.3], [0.1, -0.2, -0.1], [0.1, -0.8, 0.3], [1.3, 0.0, -0.9]], "mulliken_charge": [-0.62, 0.00, -0.73, 0.39, 0.47, -0.22, -0.60, -0.39, -0.60, 0.21, 0.18, 0.25, 0.25, 0.21, 0.21]}